ORCA calculation (ωB97M-V with the def2-TZVPD basis set) on a molecular structure, C45H45InN3O3P2S3Sb.

charge: 0
frontier orbital gap: 0.2827 Ha

```
103
C45H45InN3O3P2S3Sb (ωB97M-V with the def2-TZVPD basis set)
In -0.0081 1.0037 -0.4345
O 3.4448 -0.6182 -3.5476
C 3.9654 0.6091 -3.7471
C 4.8335 0.7717 -4.8271
C 5.4042 2.0020 -5.0797
C 5.1214 3.0932 -4.2607
C 4.2615 2.9317 -3.1930
C 3.6663 1.6984 -2.9168
C 2.7459 1.5497 -1.7579
O 2.2085 0.4003 -1.5155
N 2.5446 2.6251 -1.0317
N 1.6896 2.3398 0.0140
C 1.8788 2.9685 1.1108
C 1.2174 2.6722 2.3699
C 1.5007 3.5177 3.4496
C 1.0383 3.2629 4.7225
C 0.2966 2.1017 4.9400
C 0.0054 1.2476 3.8968
C 0.4247 1.5184 2.5818
O 0.0389 0.6879 1.6322
H 2.8571 -0.5351 -2.7608
H 5.0393 -0.0881 -5.4509
H 6.0785 2.1144 -5.9197
H 5.5726 4.0565 -4.4566
H 4.0242 3.7613 -2.5416
H 2.6677 3.7213 1.1155
H 2.1112 4.3943 3.2628
H 1.2637 3.9365 5.5373
H -0.0559 1.8639 5.9364
H -0.5764 0.3491 4.0612
S -0.7707 3.2090 -3.1864
C -1.3729 3.6824 -1.6430
N -1.3583 2.9958 -0.5381
C -1.9286 3.7272 0.5146
C -2.1329 3.2698 1.8115
C -2.6909 4.1268 2.7402
C -3.0645 5.4265 2.3908
C -2.8991 5.8827 1.0958
C -2.3342 5.0166 0.1679
S -2.0405 5.2857 -1.5240
H -1.8861 2.2528 2.0681
H -2.8387 3.7790 3.7543
H -3.4993 6.0815 3.1338
H -3.2055 6.8798 0.8100
C -4.5246 0.9265 3.5310
P -3.4405 0.4068 2.1374
C -2.6740 -1.0873 2.8814
C -4.7134 -0.4163 1.0878
C -4.1346 -1.1397 -0.1314
P -2.8768 -0.2044 -1.1229
C -2.9170 -1.2639 -2.6210
C -3.8911 1.2149 -1.6854
H -5.1315 0.0989 3.9066
H -5.1828 1.7295 3.1960
H -3.9121 1.3156 4.3456
H -3.4303 -1.7580 3.2984
H -1.9830 -0.7889 3.6707
H -2.0997 -1.6270 2.1296
H -5.4037 0.3676 0.7619
H -5.2910 -1.1239 1.6918
H -4.9502 -1.4061 -0.8113
H -3.6539 -2.0758 0.1711
H -3.9483 -1.4401 -2.9340
H -2.4442 -2.2258 -2.4197
H -2.3711 -0.7736 -3.4245
H -4.8795 0.8784 -2.0067
H -3.3885 1.7031 -2.5220
H -3.9997 1.9414 -0.8787
S -0.3523 1.2210 -2.9535
Sb 0.6914 -1.8467 -0.4900
C -0.3116 -3.5240 0.3948
C -1.3316 -4.1303 -0.3369
C -2.0277 -5.2118 0.1834
C -1.7035 -5.7040 1.4408
C -0.6791 -5.1173 2.1684
C 0.0138 -4.0306 1.6489
C 1.2388 -2.9329 -2.2290
C 1.8968 -4.1529 -2.0746
C 2.1877 -4.9266 -3.1863
C 1.8122 -4.4937 -4.4535
C 1.1515 -3.2867 -4.6083
C 0.8643 -2.5052 -3.4959
C 2.4972 -1.8540 0.6237
C 2.4686 -1.4878 1.9677
C 3.6471 -1.4120 2.6978
C 4.8604 -1.6903 2.0854
C 4.8956 -2.0318 0.7405
C 3.7191 -2.1096 0.0085
H -1.5742 -3.7748 -1.3322
H -2.8156 -5.6770 -0.3956
H -2.2417 -6.5506 1.8471
H -0.4167 -5.5056 3.1444
H 0.8144 -3.5850 2.2257
H 2.1794 -4.5033 -1.0883
H 2.7058 -5.8693 -3.0648
H 2.0411 -5.0996 -5.3208
H 0.8700 -2.9409 -5.5943
H 0.3696 -1.5488 -3.6296
H 1.5307 -1.2201 2.4407
H 3.6162 -1.1179 3.7394
H 5.7800 -1.6282 2.6530
H 5.8428 -2.2259 0.2538
H 3.7629 -2.3502 -1.0471
```

ORCA calculation (ωB97M-V with the def2-TZVPD basis set) on a molecular structure, C24H30N2O4S at a distorted geometry.

charge: 0
frontier orbital gap: 0.2764 Ha

```
61
C24H30N2O4S (ωB97M-V with the def2-TZVPD basis set)
C -2.9457 6.5808 -0.1396
H -3.0949 6.4093 0.8345
O -2.0937 5.8622 -0.8060
C -2.0313 4.4410 -0.8459
C -3.0025 3.6372 -0.4371
C -2.8937 2.2685 -0.2475
C -1.7460 1.6215 -0.8091
C -1.0243 2.2731 -1.5402
C -1.0163 3.6305 -1.4637
H -0.1751 4.3481 -1.9291
H -0.2580 1.7606 -1.8073
C -1.9565 -0.0286 -0.9334
O -1.2359 -0.4189 -2.0793
C -2.5738 -0.6473 0.2561
C -2.3707 -2.2420 -0.0974
H -2.5176 -2.4730 -0.9118
H -2.8063 -2.6144 0.6561
C -0.7598 -2.5901 0.2169
N -0.4748 -2.0484 1.4200
C 0.2377 -2.8165 2.5345
N 0.5486 -4.2241 2.1371
H 0.8939 -4.5932 3.2884
C 1.4128 -4.5937 1.2536
H 1.1019 -4.4153 0.3280
H 1.3302 -5.8166 1.2278
C 2.7885 -3.8475 1.1547
C 2.9119 -2.5044 0.4297
C 2.6939 -1.3972 1.3884
C 2.8432 -0.1574 0.7879
C 2.5887 0.0544 -0.6422
C 2.3618 -1.2147 -1.4093
C 2.5650 -2.4981 -0.9124
H 2.5287 -3.2603 -1.4135
O 2.4505 -1.2561 -2.8938
C 1.6932 -0.2762 -3.5343
H 0.4737 -0.1357 -2.9429
H 1.4549 -0.6908 -4.6488
H 2.2615 0.8275 -3.2962
O 2.4037 1.1856 -1.2439
C 2.5137 2.2949 -0.3352
H 1.8060 2.5941 0.2590
H 2.5472 3.1745 -0.9712
H 3.5631 2.3799 0.0132
H 2.9201 0.7242 1.2739
H 2.9446 -1.5778 2.4008
H 3.1695 -3.7074 2.1091
H 3.6133 -4.4226 0.5422
S 0.3848 -2.1165 3.8694
C -0.6024 -0.7036 1.5580
C -1.9037 -0.3564 1.6463
H -2.0912 0.8119 1.6809
H -2.5445 -0.7753 2.3199
H -0.1953 -0.2681 2.4493
H 0.1586 -0.0556 0.7574
H -0.7728 -3.5253 0.2116
H -0.2359 -2.1183 -0.4547
H -3.5748 -0.4950 0.0733
H -3.7693 1.6877 0.2670
H -3.9462 4.1676 0.3469
H -3.8382 6.5807 -0.4986
H -2.7141 7.5669 -0.4475
```

ORCA calculation (ωB97M-V with the def2-TZVPD basis set) on C3H10N2S in the gas phase at a distorted geometry.

SMILES: CCS(C)(=N)=N
charge: 0
frontier orbital gap: 0.3419 Ha

```
16
C3H10N2S (ωB97M-V with the def2-TZVPD basis set)
C 0.5117 -1.2338 -1.7491
C 1.0083 1.8580 -0.2039
C 0.4464 -1.0426 -0.2367
N -1.3620 1.3247 -1.2702
N -1.2152 1.2516 1.3161
S -0.5709 0.9534 -0.0638
H -0.0324 -2.0350 -2.2413
H 0.0715 -0.2562 -2.1178
H 1.6112 -1.2406 -1.9492
H 0.6607 2.8439 -0.1255
H 1.4947 1.4179 0.5885
H 1.7186 1.7638 -1.1439
H 1.3794 -0.7964 0.1995
H -0.1644 -1.6274 0.3169
H -2.3444 0.8853 -1.2537
H -0.6655 0.8411 2.0755
```

ORCA calculation (ωB97M-V with the def2-TZVPD basis set) on a molecular structure, C3H4MgO3 at a distorted geometry.

charge: -1
spin multiplicity: 2
frontier orbital gap (spin up / spin down): 0.1946 / 0.2848 Ha

```
11
C3H4MgO3 (ωB97M-V with the def2-TZVPD basis set)
O 0.5180 -0.8064 -0.9720
C 1.7659 -0.3217 -0.7920
C -0.9989 0.3665 -0.3775
O 2.3218 0.3371 -1.6783
O 2.1930 -0.4401 0.4204
C -1.1905 0.2670 1.0261
H -0.5137 1.2760 -0.7520
H -1.7528 -0.1140 -1.0085
H -0.7648 1.0678 1.6446
H -2.1355 -0.1723 1.3646
Mg 0.5575 -1.4599 1.1246
```

ORCA calculation (ωB97M-V with the def2-TZVPD basis set) on a molecular structure, C11H17BN6O3PdS at a distorted geometry.

charge: +2
spin multiplicity: 5
frontier orbital gap (spin up / spin down): 0.3584 / 0.1934 Ha

```
40
C11H17BN6O3PdS (ωB97M-V with the def2-TZVPD basis set)
H 1.2199 3.1433 1.0745
N 0.6550 1.6641 -0.3409
B -0.0632 0.4235 -2.4117
N 0.3301 1.7241 -1.6767
C 0.5618 2.9774 -2.1527
Pd 2.4262 0.1542 0.8032
H 0.4198 3.2091 -3.1987
C 0.9974 3.7629 -1.0785
H 1.3049 4.7925 -1.1028
C 0.9714 2.9056 0.0420
H 0.0793 0.6171 -3.5928
C -2.5825 -3.1065 3.1374
H -2.0292 -3.7801 3.8006
H -1.8741 -2.5026 2.5598
H -3.1965 -3.6973 2.4494
N -1.5935 0.0641 -2.2330
N 1.0070 -0.6385 -1.9661
N -2.2700 0.1167 -1.0329
N 1.6823 -0.7650 -0.7467
C -2.4798 -0.1980 -3.2387
C 1.5961 -1.4864 -2.8463
H -2.1651 -0.2351 -4.2697
H 1.2885 -1.4995 -3.8751
C -3.7285 -0.3987 -2.6617
C 2.5515 -2.2522 -2.1797
C -3.5438 -0.2133 -1.2741
C 2.5073 -1.8463 -0.8417
H -4.6301 -0.6482 -3.1770
H 3.2168 -2.9856 -2.6030
H -4.3114 -0.2678 -0.5144
H 3.0713 -2.1744 0.0265
H -3.1937 -2.4776 3.7014
C 1.3081 0.2476 4.7173
S 1.5925 1.1777 3.2158
O 0.6478 0.6158 2.2001
O 1.4688 2.5964 3.4716
O 3.0087 0.7474 2.8158
H 0.6186 0.8291 5.3339
H 2.2645 0.1175 5.2370
H 0.8655 -0.7130 4.4283
```

The calculation returns the following relative energy (zero: lowest compared OMol25 entry of this formula, charge and spin) values, one per record and in order: 21.1 529.4 103.1 0.0 34.3 kcal/mol.